ORCA calculation (ωB97M-V with the def2-TZVPD basis set) on an isolated molecule of C3H6P2 at a distorted geometry.

Structure (XYZ):
```
11
Properties=species:S:1:pos:R:3:forces:R:3
C 1.42516 0.98162 0.13762 -5.321 3.005 -1.518
C -0.05079 -1.36925 -0.31932 0.628 0.804 4.045
C -1.12956 -0.32051 -0.15208 -1.295 1.345 1.250
P 1.73132 -0.63676 0.04785 0.268 -5.218 -0.255
P -0.17287 1.75466 -0.11837 1.033 -2.650 1.414
H 2.16614 1.60381 0.36022 3.097 2.563 1.140
H -0.02130 -2.28588 0.44412 -0.511 2.012 -1.725
H -0.08242 -1.64312 -1.30027 0.152 -1.373 -2.535
H -1.81263 -0.24102 -1.00624 0.641 0.143 -0.187
H -1.89685 -0.31608 0.69863 1.786 -0.201 -0.590
H -0.15620 2.47254 1.20782 -0.479 -0.429 -1.038
```
Positions in Å, forces in eV/Å.

Values from the calculation:
Calculated total energy   -21780.056 eV
2S+1   3
HOMO level (spin up / spin down)   -0.2095 / -0.3283 hartree
Energy above the lowest of the compared OMol25 structures with the same formula, charge and spin   143.72 kJ/mol
Orbital gap (spin up / spin down)   6.12 / 6.58 eV



ORCA calculation (ωB97M-V with the def2-TZVPD basis set) on a structure of composition C3H6S at a distorted geometry.

Structure (XYZ):
```
10
Properties=species:S:1:pos:R:3:forces:R:3
C -1.11776 0.13501 -0.65057 -1.014 -0.231 -0.589
C 0.24927 0.59491 0.06759 -1.456 1.088 -0.700
C 0.89807 -0.48550 0.80965 4.708 1.408 2.015
H -1.18843 -1.01901 -0.47551 -0.177 2.178 0.008
H -1.99445 0.75925 -0.04885 1.851 -1.878 -2.078
H -1.21783 0.10426 -2.01333 0.476 0.934 4.550
H 0.29708 1.70448 0.56173 0.118 -2.756 -1.808
H 0.50404 -1.40215 1.20358 -0.479 -0.255 -0.316
H 1.95008 -0.11937 1.37593 -3.600 -0.945 -0.413
S 1.61992 -0.27189 -0.83022 -0.427 0.457 -0.670
```
Positions in Å, forces in eV/Å.

Values from the calculation:
Calculated total energy   -14040.207 eV
2S+1   1
HOMO level   -0.3128 hartree
Energy above the lowest of the compared OMol25 structures with the same formula, charge and spin   256.53 kJ/mol
Orbital gap   9.49 eV



ORCA calculation (ωB97M-V with the def2-TZVPD basis set) on an isolated molecule of C3H6S2 at a distorted geometry.

Structure (XYZ):
```
11
Properties=species:S:1:pos:R:3:forces:R:3
C -0.81309 1.03773 -0.57204 -1.737 -4.719 -1.222
C -0.28230 -0.31193 -0.02845 -1.670 0.096 3.229
C 1.22341 -0.66162 0.04014 -2.618 -0.934 -0.351
S 1.24727 -1.28515 1.73820 0.810 -0.356 -0.029
S -0.56099 -0.28233 1.98290 0.128 0.277 -1.525
H -0.58663 1.88640 -0.09299 2.023 2.879 1.937
H -1.91747 1.02354 -0.37524 0.650 -0.276 -1.063
H -0.48381 1.02468 -1.60583 -0.619 0.588 -0.455
H -0.92942 -1.22763 -0.19905 0.870 1.344 -0.578
H 1.35298 -1.41916 -0.72567 0.769 -0.151 0.077
H 1.75006 0.21547 -0.16197 1.394 1.252 -0.019
```
Positions in Å, forces in eV/Å.

Values from the calculation:
Calculated total energy   -24877.300 eV
2S+1   1
HOMO level   -0.2868 hartree
Energy above the lowest of the compared OMol25 structures with the same formula, charge and spin   135.86 kJ/mol
Structure (SMILES)   C[C@H]1CSS1
Orbital gap   8.15 eV



ORCA calculation (ωB97M-V with the def2-TZVPD basis set) on a cluster of 2 separate species, C3H6S2 in total at a distorted geometry.

Structure (XYZ):
```
11
Properties=species:S:1:pos:R:3:forces:R:3
C -0.79684 0.38166 1.02840 -1.059 1.425 -1.817
C -0.12977 -0.09038 -0.12354 0.809 -2.255 -0.157
C 1.04578 0.55509 -0.70273 2.069 1.651 -2.685
S -1.82256 0.43129 -0.38701 -0.573 -0.156 0.029
S 0.22776 -1.94174 -0.09457 -0.623 -0.818 -0.352
H -1.25888 -0.49770 2.36437 -0.432 -0.870 1.339
H -0.75153 1.37332 1.43512 0.511 0.288 0.803
H 0.87873 1.61377 -0.94930 -0.450 -0.063 0.234
H 1.46543 0.16186 -1.73017 -0.840 0.150 2.321
H 1.83251 0.63574 0.06431 -0.008 -0.578 -0.380
H -0.69062 -2.62290 -0.90489 0.597 1.227 0.665
```
Positions in Å, forces in eV/Å.

Values from the calculation:
Calculated total energy   -24871.405 eV
2S+1   3
HOMO level (spin up / spin down)   -0.2075 / -0.3397 hartree
Energy above the lowest of the compared OMol25 structures with the same formula, charge and spin   324.56 kJ/mol
Orbital gap (spin up / spin down)   6.24 / 6.40 eV



ORCA calculation (ωB97M-V with the def2-TZVPD basis set) on a cluster of 2 separate species, C3H6S3 in total at a distorted geometry.

Structure (XYZ):
```
12
Properties=species:S:1:pos:R:3:forces:R:3
C 0.40484 0.53697 0.70595 2.898 0.698 -0.375
C 1.49337 -0.01518 0.15246 -0.714 -4.832 -1.758
C -0.94366 -0.07281 0.65468 -2.529 2.261 0.756
S 3.26632 0.12792 -0.14846 -1.270 2.317 1.219
S -1.27764 -1.63186 -0.21374 -0.249 0.670 -0.944
S -1.97743 1.32093 -0.26682 0.199 -0.728 0.887
H 0.54570 1.58094 1.09799 -0.668 -1.151 -0.089
H 1.15713 -1.33930 -0.39742 1.187 4.169 1.658
H -1.46576 -0.01180 1.69637 1.081 -0.694 -1.845
H 3.55988 1.46188 0.37565 -0.614 -2.036 -0.753
H -1.66878 -1.07074 -1.45835 0.585 -0.607 1.583
H -2.64186 1.73344 0.83636 0.094 -0.067 -0.340
```
Positions in Å, forces in eV/Å.

Values from the calculation:
Calculated total energy   -35710.762 eV
2S+1   1
HOMO level   -0.3169 hartree
Energy above the lowest of the compared OMol25 structures with the same formula, charge and spin   298.75 kJ/mol
Orbital gap   9.21 eV



ORCA calculation (ωB97M-V with the def2-TZVPD basis set) on an isolated molecule of C3H6S3 at a distorted geometry.

Structure (XYZ):
```
12
Properties=species:S:1:pos:R:3:forces:R:3
S 3.08106 -0.71989 -0.51343 -0.950 0.719 -0.774
C 1.40517 0.07718 -0.51641 1.298 -3.479 0.913
C 0.35986 -0.53566 0.03958 -0.237 -2.141 0.949
C -1.01118 0.05058 0.13249 -0.178 -0.716 0.850
S -1.40473 0.86022 1.73217 0.205 -0.459 0.207
S -2.31564 -1.16072 -0.45028 0.398 0.759 0.437
H 3.48365 -0.34692 -1.79239 -0.533 -0.202 1.098
H 1.43499 0.96415 -1.02827 -0.470 2.216 -0.884
H 0.37057 -1.60778 0.47839 0.653 1.855 -0.740
H -0.92530 0.90122 -0.44505 -0.676 1.615 -1.884
H -0.43582 0.26847 2.44680 -0.118 -0.040 0.051
H -3.38486 -0.60725 0.18974 0.610 -0.128 -0.224
```
Positions in Å, forces in eV/Å.

Values from the calculation:
Calculated total energy   -35712.470 eV
2S+1   1
HOMO level   -0.3331 hartree
Energy above the lowest of the compared OMol25 structures with the same formula, charge and spin   133.96 kJ/mol
Structure (SMILES)   S/C=C/C(S)S
Orbital gap   9.75 eV



ORCA calculation (ωB97M-V with the def2-TZVPD basis set) on a cluster of 2 separate species, C3H6S3Si in total at a distorted geometry.

Structure (XYZ):
```
13
Properties=species:S:1:pos:R:3:forces:R:3
C -0.22232 1.25957 0.32024 -1.347 1.909 2.698
C -0.16334 -1.25703 0.48594 0.314 -0.400 1.777
C -0.53644 -0.03796 -0.30408 1.688 -1.360 -2.167
Si 2.01845 0.01872 -0.59116 -0.096 -0.053 0.187
S 1.55575 1.75803 0.62977 -0.210 -0.844 -0.573
S 1.66635 -1.57787 0.77240 -0.558 0.337 0.022
S 0.27932 -0.07160 -1.93700 1.133 -0.066 -0.128
H -0.53991 2.12631 -0.28681 -0.516 -0.774 0.372
H -0.77107 1.21237 1.34680 1.003 0.681 -1.513
H -0.77203 -1.02311 1.37090 0.778 -0.771 0.712
H -0.40756 -2.25393 0.14790 -0.918 0.354 -0.748
H -1.54452 -0.23028 -0.52688 -1.730 0.577 -0.161
H 3.89942 1.03576 -2.13119 0.459 0.409 -0.477
```
Positions in Å, forces in eV/Å.

Values from the calculation:
Calculated total energy   -43588.366 eV
2S+1   3
HOMO level (spin up / spin down)   -0.2893 / -0.3160 hartree
Energy above the lowest of the compared OMol25 structures with the same formula, charge and spin   15.61 kJ/mol
Orbital gap (spin up / spin down)   8.23 / 6.27 eV



ORCA calculation (ωB97M-V with the def2-TZVPD basis set) on an isolated molecule of C3H6S4 at a distorted geometry.

Structure (XYZ):
```
13
Properties=species:S:1:pos:R:3:forces:R:3
S 0.63977 -0.71081 1.79471 -0.384 -0.613 0.776
C 0.84591 -0.22425 0.11476 -1.778 -1.094 -1.251
S 1.85187 1.26600 0.14090 -0.476 -0.126 -1.539
S 1.62568 -1.55933 -1.00827 -0.204 0.783 0.372
C -0.65162 0.04660 -0.60879 2.463 0.359 0.389
C -1.44960 1.09690 0.12388 2.631 -3.226 2.385
S -2.12571 -0.63598 0.14127 0.103 0.673 -0.563
H -0.68330 -1.11481 1.60097 0.808 0.175 0.272
H 1.68676 1.29237 -1.22458 0.566 0.574 0.670
H 1.68220 -2.54128 -0.11499 -0.054 -0.088 0.265
H -0.43224 -0.09350 -1.72352 -1.054 0.679 1.585
H -1.00211 1.39513 1.13532 -0.699 -0.379 -1.656
H -1.98762 1.78296 -0.37164 -1.922 2.282 -1.704
```
Positions in Å, forces in eV/Å.

Values from the calculation:
Calculated total energy   -46547.390 eV
2S+1   1
HOMO level   -0.3348 hartree
Energy above the lowest of the compared OMol25 structures with the same formula, charge and spin   87.88 kJ/mol
Structure (SMILES)   SC(S)(S)[C@@H]1CS1
Orbital gap   9.68 eV



ORCA calculation (ωB97M-V with the def2-TZVPD basis set) on a cluster of 2 separate species, C3H6SSe in total at a distorted geometry.

Structure (XYZ):
```
11
Properties=species:S:1:pos:R:3:forces:R:3
C 1.19833 1.10160 0.51834 -0.600 -1.513 1.408
C 0.95602 0.77556 -0.92897 1.172 2.053 0.876
C -1.38778 -1.07307 -0.67439 0.789 -1.191 -0.488
S 0.04156 2.21593 -0.27239 0.993 -0.396 -1.317
Se -2.40821 0.20565 0.10981 -0.637 0.221 1.062
H 0.63713 0.48531 1.28698 0.673 0.367 -1.079
H 2.11969 1.46997 1.00901 -0.333 0.035 -0.919
H 1.82042 0.97473 -1.68121 -1.841 -0.511 1.094
H -1.26178 -2.14015 -0.32964 -0.033 1.594 -0.234
H -1.23557 -0.84759 -1.74261 -0.194 -0.321 0.662
H -2.15417 0.08191 1.60945 0.010 -0.339 -1.065
```
Positions in Å, forces in eV/Å.

Values from the calculation:
Calculated total energy   -79384.265 eV
2S+1   1
HOMO level (spin up / spin down)   -0.2978 / -0.2756 hartree
Energy above the lowest of the compared OMol25 structures with the same formula, charge and spin   342.13 kJ/mol
Orbital gap (spin up / spin down)   8.13 / 6.95 eV



ORCA calculation (ωB97M-V with the def2-TZVPD basis set) on a cluster of 2 separate species, C3H6Si in total at a distorted geometry.

Structure (XYZ):
```
10
Properties=species:S:1:pos:R:3:forces:R:3
C -1.26711 -0.63306 -0.60304 -0.230 1.708 1.018
C -0.16167 -0.14199 -0.06040 -0.901 -2.003 -1.211
C -1.48235 0.38573 0.47495 1.390 4.601 -2.125
Si 1.73710 -0.20374 -0.04556 -0.304 1.137 -0.557
H -1.91349 -1.12755 -1.31969 0.666 -0.203 0.091
H -1.62201 1.83528 0.22598 0.052 -4.215 0.336
H -1.85006 0.28945 1.45498 -0.319 -0.756 1.059
H 2.28515 0.62144 -1.28887 -0.598 -0.599 1.444
H 2.54879 -1.48653 -0.13392 -0.834 0.421 0.245
H 1.72564 0.46096 1.29556 1.077 -0.090 -0.301
```
Positions in Å, forces in eV/Å.

Values from the calculation:
Calculated total energy   -11080.852 eV
2S+1   1
HOMO level   -0.3307 hartree
Energy above the lowest of the compared OMol25 structures with the same formula, charge and spin   269.61 kJ/mol
Orbital gap   9.83 eV



calculated total energy of number 6 (C3H6S3)?
-35712.470 eV



The highest energy above the lowest of the compared OMol25 structures with the same formula, charge and spin belongs to which entry?
C3H6SSe



Which formula does entry 5 have?
C3H6S3